Entry from OMol25: a single C24H30N6O3 molecule (ωB97M-V with the def2-TZVPD basis set).

Structure (XYZ):
```
63
Properties=species:S:1:pos:R:3:forces:R:3
C 0.16455 5.58290 1.13855 -0.02 0.05 0.14
O 0.08775 4.91235 -0.09388 0.00 -0.15 -0.40
C -1.13497 5.11723 -0.75911 -0.02 0.13 -0.12
C -1.12870 4.30671 -2.05839 0.14 0.67 0.28
N -1.67509 2.99143 -1.89764 0.04 -1.42 0.43
N -2.84847 2.66280 -2.45731 -0.16 1.16 -0.51
N -3.09562 1.46145 -2.15564 -0.81 -0.40 -0.30
N -2.13527 0.94600 -1.39953 0.71 -0.37 0.62
C -1.23844 1.89100 -1.22562 -0.26 0.69 -0.60
C 0.04732 1.81157 -0.47108 0.29 -0.05 0.21
C -0.14122 2.12115 1.00034 -0.08 0.10 0.03
C -1.38659 2.24293 1.59542 0.08 -0.01 -0.17
C -1.49345 2.54341 2.94382 0.08 0.04 0.15
C -0.36341 2.71955 3.72794 -0.12 0.01 -0.01
C -0.47091 3.03551 5.18876 0.03 -0.06 0.01
C 0.88429 2.58005 3.12776 0.00 -0.01 -0.06
C 0.99468 2.28805 1.78370 -0.05 -0.02 0.01
N 0.74916 0.54686 -0.62305 -0.03 0.15 -0.09
C 1.10161 0.24673 -1.99677 0.29 -0.10 -0.15
C 2.05758 -0.94189 -2.01452 -0.11 0.19 -0.19
N 1.40725 -2.09282 -1.42477 0.14 0.00 -0.03
C 2.21747 -3.29347 -1.51153 0.01 0.03 -0.10
C 1.41932 -4.51739 -1.14773 0.16 -0.12 0.13
C 1.95449 -5.50396 -0.33635 0.03 0.21 -0.12
C 1.24106 -6.65505 -0.00512 -0.38 -0.26 -0.04
C -0.02769 -6.76968 -0.51440 -0.06 0.42 -0.26
C -0.57685 -5.77686 -1.32870 0.35 -0.31 0.30
C 0.12465 -4.64709 -1.66183 -0.26 -0.27 0.01
O -1.84600 -6.14311 -1.69489 0.27 0.42 -0.12
C -2.08151 -7.39161 -1.08345 -1.07 -0.68 -0.08
O -0.94038 -7.78063 -0.34954 0.46 0.06 0.18
C 1.03236 -1.78815 -0.05689 -0.28 0.14 0.14
C 0.07698 -0.60146 -0.03707 0.06 -0.44 0.20
H 1.14440 5.35692 1.55140 -0.03 0.06 0.08
H -0.60961 5.22986 1.82920 0.02 -0.02 0.01
H 0.05886 6.66630 1.00450 0.02 -0.01 0.01
H -1.97762 4.80942 -0.12089 0.04 0.03 -0.10
H -1.25808 6.18551 -0.99474 0.00 -0.10 0.02
H -0.09671 4.23935 -2.41552 -0.13 0.03 -0.04
H -1.74844 4.79440 -2.81318 0.12 -0.08 0.06
H 0.71196 2.58791 -0.87835 -0.13 -0.10 0.05
H -2.28714 2.09255 1.01784 -0.07 -0.02 -0.08
H -2.47391 2.63810 3.38907 -0.09 0.01 0.06
H -0.18360 2.16685 5.78116 0.00 -0.01 0.11
H -1.48864 3.30912 5.45552 -0.04 0.03 0.07
H 0.19547 3.85423 5.45498 0.01 0.05 0.08
H 1.77604 2.70698 3.72533 0.11 0.02 0.06
H 1.96547 2.18059 1.32495 0.15 -0.02 -0.06
H 1.59608 1.11794 -2.43720 -0.03 -0.01 -0.01
H 0.21497 -0.00537 -2.60159 0.07 0.05 0.00
H 2.32519 -1.17665 -3.04805 0.03 0.00 0.03
H 2.97762 -0.66832 -1.46570 -0.02 -0.02 -0.05
H 3.11805 -3.23056 -0.87344 -0.04 -0.02 -0.07
H 2.55248 -3.39024 -2.55050 0.07 0.06 0.07
H 2.95462 -5.38514 0.05286 0.11 0.06 0.05
H 1.66199 -7.42067 0.62452 0.05 -0.11 0.09
H -0.29770 -3.87440 -2.28028 -0.09 0.14 -0.10
H -2.94675 -7.31347 -0.40492 0.25 0.04 -0.12
H -2.29675 -8.14695 -1.85681 0.13 0.20 0.15
H 0.54033 -2.66276 0.37264 0.02 0.05 0.05
H 1.92156 -1.54685 0.55451 -0.02 -0.06 -0.01
H -0.18993 -0.36174 0.99364 -0.03 -0.07 -0.03
H -0.83617 -0.85738 -0.59242 0.11 -0.03 0.15
```
Positions in Å, forces in eV/Å.

Calculated values
Charge = 0
ΔE to the lowest compared entry with this formula, charge and spin = 5.301 eV
Orbital gap = 8.6 eV
Energy = -40456.0086 eV
E_LUMO = 0.69 eV
Largest force on an atom = 0.029 hartree/bohr


Entry from OMol25: a single C5H7N molecule (ωB97M-V with the def2-TZVPD basis set).

Structure (XYZ):
```
13
Properties=species:S:1:pos:R:3:forces:R:3
C -0.35901 -0.19894 -1.87527 0.01 -0.11 -0.17
C -0.05519 -0.19891 -0.41167 0.11 -0.04 -0.07
C -0.98876 -0.41433 0.62636 0.05 0.20 -0.11
C -0.37267 -0.08522 1.82826 0.51 0.72 -0.48
N 0.93274 0.22570 1.51329 0.40 -0.11 -0.24
C 1.13085 0.20067 0.18162 0.15 -0.12 -0.17
H -1.42859 -0.02660 -2.03887 0.19 -0.08 0.00
H 0.18014 0.61666 -2.36987 -0.06 -0.19 0.01
H -0.08552 -1.13883 -2.36034 -0.03 0.05 -0.06
H -2.00779 -0.76363 0.47974 0.14 0.47 0.12
H -0.59238 0.78834 2.41480 -1.63 -0.76 1.71
H 1.58881 0.43231 2.24757 0.14 0.31 -0.37
H 2.05736 0.56279 -0.23562 0.04 -0.33 -0.17
```
Positions in Å, forces in eV/Å.

Calculated values
Charge = 0
ΔE to the lowest compared entry with this formula, charge and spin = 1.354 eV
Orbital gap = 9.1 eV
Energy = -6787.1582 eV
E_LUMO = 1.07 eV
Largest force on an atom = 0.048 hartree/bohr


Entry from OMol25: 6 unconnected molecules or ions with the total composition C42H31IN2O12P2S2 (ωB97M-V with the def2-TZVPD basis set).

Structure (XYZ):
```
92
Properties=species:S:1:pos:R:3:forces:R:3
N 7.24028 -1.20162 -0.73230 0.88 0.95 -0.41
P 7.53307 -0.27174 -2.21217 0.55 -1.05 -1.28
O 8.55551 0.95582 -1.69717 -1.12 -0.30 0.03
C 5.84128 0.35006 -2.68904 -2.85 1.08 0.25
C 4.76248 -0.67394 -2.73077 -0.24 1.57 -0.36
C 3.41000 -0.33117 -3.11786 0.30 1.82 -0.01
C 3.01785 1.05475 -3.49778 2.64 -0.56 0.51
C 4.06453 2.05907 -3.45229 0.45 -1.73 0.48
C 5.45040 1.71853 -3.04526 -2.17 -0.62 0.12
P 6.69486 3.09957 -2.99924 0.52 0.30 -0.86
O 5.95843 4.49287 -3.65770 0.26 -1.15 1.41
I 7.02491 3.76729 -0.62431 -0.48 -0.16 -0.14
N 1.65970 1.35391 -3.87831 0.62 -0.96 1.38
C 0.68391 0.89939 -2.92528 -1.66 0.09 1.12
C -0.32382 1.84538 -2.41679 -0.75 -2.82 0.60
S -0.43763 3.58932 -2.89943 0.39 -0.11 0.22
C -1.30734 1.34827 -1.42503 1.59 -1.25 -1.12
C -1.29511 -0.05758 -0.99798 1.14 0.78 -1.06
C -0.29425 -1.02110 -1.49558 0.03 3.02 -0.86
C 0.67935 -0.50414 -2.45253 -0.33 1.41 0.29
S 2.02899 -1.52717 -3.14804 0.09 0.74 0.45
H 7.32782 -2.18255 -1.01614 -0.08 0.35 0.03
H 8.08970 -1.02232 -0.17118 -0.61 -0.06 -0.01
H 8.95213 1.41646 -2.46332 -0.31 -0.45 0.40
H 4.99253 -1.73803 -2.45747 -0.29 1.19 -0.26
H 3.85123 3.12492 -3.69984 0.11 -0.99 0.24
H 6.15782 5.21790 -3.01646 -0.26 -0.23 -0.41
H 1.53206 2.33394 -4.13390 0.01 -0.32 0.29
H -0.87463 3.68852 -4.19740 0.15 -0.86 0.61
H -2.05466 2.07786 -1.01138 1.01 -1.12 -0.66
H -2.07601 -0.37258 -0.26144 0.90 0.19 -0.74
H -0.24889 -2.08019 -1.16168 -0.08 1.02 -0.29
O 1.34575 -6.95225 0.27973 0.05 0.04 -0.06
C 2.18874 -6.30354 -0.30851 -0.09 -0.05 0.11
C 2.49958 -6.55964 -1.73310 0.07 0.01 -0.17
C 3.42400 -5.84929 -2.37620 -0.12 -0.14 -0.06
C 4.17871 -4.77328 -1.69443 0.13 0.17 -0.06
O 5.02081 -4.12390 -2.28291 -0.06 -0.09 0.06
C 3.86779 -4.51722 -0.26993 -0.07 0.00 0.16
C 2.94316 -5.22739 0.37330 0.11 0.12 0.06
H 1.93761 -7.34929 -2.21591 -0.02 0.00 0.04
H 3.66495 -6.02207 -3.41753 0.02 0.04 0.01
H 4.42933 -3.72673 0.21278 0.00 0.02 -0.05
H 2.70140 -5.05338 1.41470 -0.05 0.00 -0.01
O -7.09090 -0.26672 2.67236 0.10 0.08 -0.14
C -6.26003 0.39997 2.08850 -0.11 -0.08 0.10
C -5.94711 0.15996 0.66149 0.08 0.00 -0.16
C -5.03434 0.88954 0.02304 -0.11 -0.14 -0.06
C -4.29575 1.97190 0.71277 0.10 0.11 -0.07
O -3.46410 2.63738 0.12817 -0.46 0.12 0.36
C -4.60848 2.21200 2.13935 -0.06 -0.02 0.18
C -5.52131 1.48236 2.77790 0.11 0.14 0.04
H -6.49708 -0.63477 0.17316 -0.02 0.00 0.04
H -4.79125 0.72814 -1.02002 0.03 0.03 0.00
H -4.05820 3.00646 2.62756 0.02 0.00 -0.04
H -5.76395 1.64351 3.82077 -0.03 -0.04 -0.01
O -7.75023 -1.65339 6.77654 -0.11 -0.04 -0.04
C -8.79275 -1.97819 6.24399 0.16 0.05 0.06
C -9.80428 -2.78584 6.96396 -0.17 -0.11 0.05
C -10.94586 -3.14343 6.37907 0.11 -0.01 0.19
C -11.25345 -2.74773 4.98498 -0.20 -0.05 -0.17
O -12.29592 -3.07297 4.45362 0.11 0.03 0.08
C -10.24209 -1.94053 4.26590 0.16 0.07 0.03
C -9.09995 -1.58249 4.85048 -0.06 0.06 -0.14
H -9.56371 -3.06573 7.98202 0.04 0.02 -0.01
H -11.69639 -3.73403 6.88922 -0.02 0.00 -0.04
H -10.48249 -1.66067 3.24789 -0.03 -0.02 0.01
H -8.35018 -0.99212 4.33959 -0.01 -0.04 0.04
O 6.34579 6.92781 -1.79015 -0.06 0.05 -0.19
C 5.91681 8.00346 -2.16446 0.00 -0.08 -0.03
C 5.33004 8.17047 -3.51336 -0.07 0.05 -0.13
C 4.86322 9.34866 -3.92168 0.03 -0.20 -0.06
C 4.90970 10.54071 -3.04373 -0.10 0.25 -0.08
O 4.48242 11.61374 -3.41542 0.05 -0.13 0.05
C 5.49699 10.37208 -1.69449 0.09 -0.12 0.15
C 5.96367 9.19353 -1.28673 0.01 0.14 0.10
H 5.30321 7.28844 -4.14206 0.01 -0.01 0.02
H 4.43149 9.49012 -4.90437 0.00 0.04 0.02
H 5.52390 11.25326 -1.06600 -0.02 0.01 -0.04
H 6.39554 9.05125 -0.30414 0.00 -0.05 -0.02
O 0.04375 -3.73234 2.93458 -0.10 -0.06 -0.03
C -0.97635 -4.39285 2.91707 0.18 0.08 0.00
C -2.26564 -3.82841 3.37821 -0.19 0.03 0.04
C -3.38238 -4.55377 3.36041 0.07 0.20 0.04
C -3.38268 -5.95463 2.87727 -0.18 -0.19 -0.03
O -4.40195 -6.61405 2.85964 0.10 0.10 0.01
C -2.09314 -6.51790 2.41649 0.17 0.04 -0.03
C -0.97638 -5.79216 2.43457 0.00 -0.18 -0.02
H -2.24722 -2.80334 3.72718 0.04 -0.01 0.00
H -4.33376 -4.15862 3.69421 -0.02 -0.04 0.00
H -2.11075 -7.54267 2.06733 -0.03 0.01 0.01
H -0.02476 -6.18712 2.10045 -0.01 0.01 -0.04
```
Positions in Å, forces in eV/Å.

Calculated values
Charge = 0
Orbital gap = 5.5 eV
Energy = -119949.3172 eV
E_LUMO = -2.05 eV
Largest force on an atom = 0.061 hartree/bohr